DFT (ωB97M-V with the def2-TZVPD basis set) results for 2 unconnected molecules or ions with the total composition C2H10N2O2.

Geometry (Å):
H (1.81429, 1.12971, 0.60868)
H (-0.83447, -3.35292, 0.67409)
H (2.22400, 2.17903, -0.70814)
O (0.63272, 3.95943, 0.59230)
H (2.59409, 3.83277, 1.09918)
N (-2.19347, -2.23082, -0.38131)
H (-0.16640, 3.68783, 1.04628)
H (-2.25148, -1.52681, -1.09038)
H (-1.47070, -3.78054, -2.01521)
C (1.71678, 3.18811, 1.06013)
C (-0.99647, -2.97996, -0.33072)
N (1.99474, 2.04660, 0.25698)
H (1.52459, 2.81216, 2.06528)
H (-0.15991, -2.31124, -0.56020)
O (-0.96660, -4.07313, -1.25133)
H (-2.90956, -2.30006, 0.31097)

Gap between HOMO and LUMO: 0.365 Ha
SMILES: NCO.NCO
Highest occupied orbital energy: -9.27 eV
Relative energy (zero: lowest compared OMol25 entry of this formula, charge and spin): 25.7 kcal per mole